No. 1
The following is a DFT calculation (ωB97M-V/def2-TZVPD) of C29H46BN8O2S3W as an isolated structure.

Structure (XYZ):
```
90
Properties=species:S:1:pos:R:3:forces:R:3
W -0.06143 0.09367 0.38342 -0.2998 -0.1407 -0.3936
C 1.21552 3.53445 0.33095 -0.0167 0.0231 0.0497
C 0.89810 2.91353 1.64691 0.0331 -0.0375 -0.0240
C 0.88788 3.57891 2.87229 -0.0079 0.0801 -0.0047
C 0.42715 2.66325 3.78924 -0.0423 0.0516 -0.0008
N 0.19006 1.50953 3.15436 0.0847 -0.0409 0.0708
N 0.48419 1.64943 1.82257 -0.0550 0.1368 0.3272
B -0.49604 0.23320 3.68802 0.0891 0.0503 -0.0708
N -1.91009 0.11565 3.07769 -0.0044 -0.0244 0.0266
C -3.11079 0.32105 3.64430 0.0002 0.0381 -0.0246
C -4.07869 -0.03471 2.73544 -0.0603 -0.0291 -0.0403
C -3.37686 -0.43630 1.59103 -0.0012 -0.0413 -0.0435
C -3.95810 -0.90645 0.29991 0.0168 0.0745 0.0048
N -2.06357 -0.32939 1.80411 0.2190 0.1535 0.0985
N 0.32991 -1.00779 3.23977 -0.0196 0.1346 -0.0826
C 0.95289 -1.88346 4.03491 0.0506 -0.1412 0.0996
C 1.56523 -2.82815 3.24281 0.0373 -0.0415 -0.0132
C 1.27918 -2.44848 1.92982 0.0099 -0.0463 0.0352
C 1.69415 -3.18474 0.70050 -0.0790 0.0273 0.0485
N 0.53313 -1.33622 1.93833 0.0568 -0.0232 0.1123
N -0.58599 0.19257 5.20955 0.0330 -0.0343 -0.0964
C -1.30888 -0.70981 5.92532 -0.0123 0.0979 -0.0220
C -0.85916 -0.68369 7.21651 0.0556 0.0101 0.1124
C 0.18709 0.27010 7.21104 0.0250 -0.0398 0.0424
C 1.06079 0.69888 8.34678 -0.0221 -0.0195 -0.0514
N 0.35670 0.77481 6.00316 -0.1501 -0.1316 -0.0134
H 1.77926 4.45124 0.49911 0.0037 0.0024 -0.0023
H 0.28699 3.78727 -0.18531 -0.0046 -0.0146 0.0163
H 1.78415 2.88896 -0.32793 0.0457 -0.0249 -0.0316
H 1.17070 4.60333 3.04907 -0.0007 -0.0577 0.0015
H 0.27308 2.73894 4.85104 0.0106 -0.0135 -0.0587
H -3.19751 0.70359 4.64801 0.0290 -0.0443 -0.0296
H -5.14810 -0.00263 2.86600 0.0576 -0.0034 -0.0089
H -5.00510 -1.16952 0.44365 -0.0052 0.0275 -0.0003
H -3.42166 -1.76959 -0.08123 -0.0244 -0.0383 0.0006
H -3.89770 -0.12161 -0.45834 0.0156 -0.0274 0.0273
H 0.92498 -1.78836 5.10914 -0.0265 0.0462 -0.0736
H 2.14324 -3.68115 3.55897 -0.0297 0.0616 -0.0119
H 2.58547 -3.77122 0.91790 -0.0079 -0.0222 -0.0116
H 1.92087 -2.50480 -0.11250 0.0487 0.0102 0.0054
H 0.90947 -3.87297 0.37526 0.0126 0.0340 0.0059
H -2.07803 -1.30912 5.46469 0.0362 0.0298 -0.0006
H -1.22933 -1.25719 8.05154 0.0226 0.0328 -0.0471
H 0.48463 0.81063 9.26549 0.0084 0.0144 -0.0151
H 1.54059 1.64744 8.11073 -0.0126 -0.0173 0.0083
H 1.84390 -0.03874 8.53178 -0.0109 0.0015 0.0202
C -4.25797 2.64365 -1.26783 0.0761 -0.0585 -0.0512
C -2.82199 2.25868 -0.98043 0.0283 0.0529 -0.0553
S -2.25222 2.33091 0.58798 -0.1404 0.1772 0.0452
C -1.97555 1.90543 -2.04222 -0.0147 0.1271 -0.1810
C -2.49059 1.94731 -3.45993 0.0054 0.0216 0.1064
S -0.33011 1.49246 -1.85506 -0.1120 -0.3384 0.4172
H -4.79341 2.80482 -0.33664 -0.0025 -0.0130 0.0197
H -4.77607 1.86998 -1.84293 0.0255 0.0329 0.0039
H -4.30253 3.56667 -1.85258 -0.0119 -0.0146 0.0116
H -3.17065 2.78480 -3.62551 0.0295 -0.0383 -0.0040
H -3.04032 1.02670 -3.68410 -0.0011 0.0170 -0.0091
H -1.66221 2.02116 -4.16248 -0.0038 -0.0121 -0.0067
C 0.43012 -2.16522 -2.22506 0.1622 -0.0817 -0.0423
C -0.03352 -1.31386 -1.10663 -0.0812 -0.0384 -0.0532
O -1.23101 -1.28621 -0.77214 0.1268 -0.0251 0.1147
H -0.02398 -1.78064 -3.14082 0.0094 0.0225 -0.0035
H 0.06893 -3.18407 -2.06837 -0.0093 0.0156 -0.0352
H 1.51295 -2.15993 -2.32599 -0.0304 0.0280 -0.0051
C 6.25269 -1.00096 -3.56279 -0.0425 -0.0422 0.0168
C 4.92989 -0.53442 -2.96162 0.0639 -0.0115 -0.0466
C 3.86231 -0.32858 -4.02699 -0.0038 0.0783 0.0454
S 2.45115 0.55970 -3.31248 0.2133 0.0960 -0.0301
O 2.99022 1.88761 -2.87767 -0.1387 -0.2034 -0.0863
C 1.51282 0.79310 -4.87521 -0.0687 0.0589 0.1213
C 1.53025 2.24632 -5.33194 0.1046 -0.0062 -0.0544
C 2.85236 2.66663 -5.96961 -0.0441 -0.0189 0.0351
H 7.00848 -1.12906 -2.78649 -0.0097 0.0015 -0.0326
H 6.62904 -0.27093 -4.28279 -0.0011 -0.0211 0.0236
H 6.14060 -1.95651 -4.08246 0.0046 0.0428 0.0145
H 5.07294 0.41068 -2.43324 0.0057 -0.0151 -0.0065
H 4.57883 -1.26060 -2.22215 -0.0251 0.0382 0.0019
H 3.47740 -1.27777 -4.41508 0.0359 0.0453 -0.0310
H 4.23698 0.27629 -4.85730 0.0256 -0.0424 0.0112
H 0.49671 0.47890 -4.62699 0.0268 0.0230 -0.0432
H 1.92365 0.12019 -5.63121 -0.0147 0.0132 0.0114
H 1.32221 2.88094 -4.46861 -0.0329 0.0071 -0.0167
H 0.71333 2.38224 -6.04565 -0.0140 -0.0012 0.0129
H 3.65772 2.62545 -5.23571 -0.0157 -0.0085 -0.0281
H 2.79431 3.69116 -6.34155 -0.0009 -0.0366 0.0031
H 3.10520 2.01695 -6.81324 0.0033 0.0301 0.0249
C 2.12236 0.21972 0.07498 -0.1182 -0.0183 -0.2880
H 2.63095 0.28899 1.03933 -0.0850 0.0173 0.0717
H 2.43214 1.07938 -0.52195 -0.0180 0.0026 0.0264
H 2.53924 -0.64732 -0.44448 -0.0154 0.0131 0.0305
```
Positions in Å, forces in eV/Å.

## Properties
Multiplicity = 4
Orbital gap (spin up / spin down) = 7.08 / 6.69 eV

Atom charges from the Mulliken analysis, given in e for atoms 1 to 6: 2.0994, -1.2491, 0.8452, -1.7541, 0.0500, 0.6961

***

No. 2
The following is a DFT calculation (ωB97M-V/def2-TZVPD) of C23H31N2O4Rh as an isolated structure at a distorted geometry.

Structure (XYZ):
```
61
Properties=species:S:1:pos:R:3:forces:R:3
Rh 0.37437 -0.11503 -1.01311 0.9484 4.7955 4.8308
C -2.82327 0.91419 0.73855 -0.5364 0.1551 -1.8105
C -2.04053 2.09392 0.68144 -1.2607 -0.4769 1.1754
C -2.21035 2.71530 -0.60059 -1.4569 -1.8362 -2.1211
H -1.54617 2.50641 1.55263 -0.0664 0.0521 -0.3994
C -3.02037 1.83106 -1.37429 1.3424 2.4523 0.2868
C -3.39808 0.71234 -0.56135 0.7555 0.2003 2.4698
H -3.99742 -0.14306 -0.85692 0.0661 0.1786 -0.0142
H -2.93550 0.28036 1.59694 0.1264 -0.1597 -0.0644
H -1.72631 3.60989 -0.95103 0.0935 0.0369 -0.0132
H -3.30812 1.99502 -2.41997 0.2006 -0.1333 0.4656
C 0.85015 -2.03006 -1.53673 0.3435 -0.5248 -2.1888
C -0.55147 -1.90096 -1.39064 -0.5785 -1.3715 -1.0769
C -1.02897 -0.87011 -2.25529 -0.3501 -0.3650 -2.1667
H -1.15631 -2.50405 -0.76377 -0.4693 -0.2401 0.6198
C 0.10424 -0.31612 -3.00507 0.1804 -1.4439 -1.4321
C 1.28978 -1.05588 -2.52649 -0.3113 -0.9524 -1.6263
H 2.28026 -1.01077 -2.97481 -0.1025 0.1548 0.2806
H 1.50548 -2.69968 -1.04405 0.4110 -0.5196 0.5627
H -2.06039 -0.64081 -2.49168 0.0171 0.0634 0.3244
H 0.07889 0.24587 -3.96079 -0.1540 -0.1526 1.0039
O 0.42382 2.02513 0.81854 1.2371 0.8805 -0.9683
C 1.17490 3.35306 -3.93811 -1.4856 -0.3156 3.6695
C 1.34468 3.82031 -2.66555 0.6550 1.3750 0.2015
C -0.29329 3.35049 -4.35428 0.6612 0.6577 -0.9379
C 2.12008 2.32080 -4.41646 0.4735 -0.2824 -1.7645
C 1.12549 2.71722 -0.02582 1.1137 0.3544 -0.2498
H 0.57537 4.52423 -2.18778 1.2400 -1.2783 -0.7156
H 2.32143 3.69188 -2.08553 -1.4889 0.2308 -0.9522
H 2.10024 2.37395 -0.57441 -1.4552 -0.3398 1.0897
H 1.18727 3.83539 0.03695 -0.4218 -0.1722 0.1275
H -0.43031 3.89068 -5.29492 -0.2704 -0.1807 -0.2701
H -0.93000 3.80949 -3.61957 0.0357 0.6064 0.4511
H -0.73112 2.37033 -4.41360 0.2065 -0.7798 -0.3898
H 2.72126 2.69460 -5.26908 -0.0892 -0.2167 0.1284
H 1.60979 1.42235 -4.76854 -0.1932 0.0916 -0.1557
H 2.80440 1.93796 -3.67882 0.2547 0.2748 0.5878
C 0.42683 -4.25832 2.09314 -0.1365 -0.3155 -0.2660
C 1.17974 -3.18083 2.83561 0.4276 0.6385 0.2560
C 0.39978 -1.90272 3.18778 0.6538 1.9947 -0.1718
C -0.70385 -2.05415 4.25926 0.2959 0.2288 0.1168
C -1.80905 -3.04625 3.96126 -0.4553 -0.1145 -0.1474
C 1.44014 -0.88364 3.82287 0.0260 -0.5723 0.1720
O 1.85836 -0.99909 4.98110 -0.5877 0.3875 -1.1521
N 1.84965 0.13942 2.97903 1.3547 -0.6135 1.9094
C 2.00639 -0.12882 1.61381 -0.9009 0.9707 -3.7261
O 3.00189 0.14335 0.88446 -2.1500 -0.7132 3.0222
N 0.77655 -0.49652 1.09729 0.1727 -2.1653 1.1169
C -0.11890 -1.19772 1.86348 -0.0291 0.3495 -0.1355
O -1.31793 -1.35061 1.57245 1.1841 -0.1901 0.2099
H -0.48353 -4.55951 2.61181 0.1801 -0.0170 -0.2278
H 1.07905 -5.12811 2.02110 0.0164 -0.1977 -0.0765
H 0.17055 -3.96436 1.07099 -0.0594 0.1325 0.1570
H 1.58208 -3.56916 3.77843 0.0104 -0.0857 -0.0296
H 2.04549 -2.86873 2.22480 -0.2058 -0.1550 0.1888
H -0.21975 -2.33420 5.20879 0.0003 0.1795 -0.2669
H -1.16952 -1.06444 4.42970 0.3189 -0.3245 -0.2099
H -1.51088 -4.07650 4.17994 -0.0882 0.1150 -0.0244
H -2.66236 -2.80933 4.60016 -0.1015 -0.1037 0.0426
H -2.12923 -2.94629 2.91852 0.0404 -0.1297 0.2661
H 2.50459 0.78083 3.39829 0.3608 -0.1174 0.0188
```
Positions in Å, forces in eV/Å.

## Properties
Multiplicity = 5
Charge = -2
Orbital gap (spin up / spin down) = 3.33 / 5.87 eV

Atom charges from the Mulliken analysis, given in e for atoms 1 to 6: 0.0722, -0.4632, -0.3008, -0.4766, 0.3943, -0.2352

***

No. 3
The following is a DFT calculation (ωB97M-V/def2-TZVPD) of C2HBeF6NO4S2 as an isolated structure at a distorted geometry.

Structure (XYZ):
```
17
Properties=species:S:1:pos:R:3:forces:R:3
N 0.15512 -0.14736 -0.49246 -1.4162 -0.6538 2.0915
S -0.71238 1.24316 -0.41478 -2.0237 0.4694 -1.6504
O -1.13181 1.53849 -1.77284 0.7865 -0.2977 2.0312
O -1.68216 1.20328 0.66610 1.8605 0.0229 -1.3183
C 0.64569 2.46760 -0.00107 2.1632 -0.3576 1.4084
F 0.30989 3.64032 -0.51356 1.0166 -0.8794 -0.5328
F 2.01214 1.97650 -0.27125 -3.6744 1.9604 0.1056
F 0.66288 2.61267 1.31666 -0.1304 -0.1495 0.0370
S 0.27027 -1.23968 0.68890 -0.9929 -0.2888 2.2432
O 0.21103 -0.81452 2.06852 0.2803 -0.5202 -1.9897
O 1.45779 -1.98553 0.17410 -0.3203 1.6159 -0.7285
C -1.16872 -2.41957 0.43163 0.5105 0.3515 0.2788
F -2.26898 -1.87799 0.89958 -0.1572 0.1321 0.0261
F -1.29263 -2.67964 -0.85092 -0.0426 -0.0827 -0.4013
F -0.88205 -3.52134 1.09448 0.0231 -0.2921 0.1436
H 1.89070 0.57734 -1.95348 0.4718 -2.2295 0.2963
Be 1.52323 -0.57373 -1.06962 1.6451 1.1991 -2.0407
```
Positions in Å, forces in eV/Å.

## Properties
Orbital gap = 10.32 eV

Atom charges from the Mulliken analysis, given in e for atoms 1 to 6: 0.0980, 1.1330, -0.5744, -0.5272, 0.6143, -0.1819

***

No. 4
The following is a DFT calculation (ωB97M-V/def2-TZVPD) of C22H35N3O3 in the gas phase.

Structure (XYZ):
```
63
Properties=species:S:1:pos:R:3:forces:R:3
C 3.56376 4.40936 3.98225 0.1372 0.2137 0.1023
O 2.83408 3.35448 3.40989 -0.2268 -0.3425 -0.0851
C 2.17387 2.48896 4.23618 -0.1094 -0.1600 0.0550
C 2.14719 2.59588 5.62030 0.1835 0.2673 -0.0972
C 1.44512 1.67194 6.37800 -0.0732 -0.1039 0.0179
C 0.76810 0.63705 5.76484 -0.0562 -0.0407 0.1653
C 0.79849 0.52846 4.38368 0.0808 0.1151 0.0334
C 1.49419 1.43546 3.60426 0.1270 0.0358 -0.1111
C 1.50247 1.32625 2.10832 -0.1639 0.2545 0.0148
C 0.49816 2.30986 1.49081 0.1950 -0.1378 -0.0032
N 0.53879 2.26479 0.04041 -0.0739 0.0854 0.0440
C 0.11060 3.50468 -0.57873 0.2162 0.1411 -0.1893
C 0.38707 3.45680 -2.07867 -0.2947 0.0641 0.0876
C -0.34698 2.28060 -2.71277 0.3657 -0.0778 0.0657
C 0.05281 0.99527 -1.99176 -0.4194 -0.1569 -0.0365
C -0.70756 -0.20820 -2.56111 -0.1304 0.3853 0.0346
N -0.32860 -1.45657 -1.92976 -0.0294 0.1420 -0.1729
C 0.99400 -1.96265 -2.23051 0.2929 -0.2998 0.0893
C -1.18820 -2.02363 -1.05821 0.1897 -0.1521 0.1533
O -2.30559 -1.56461 -0.86318 -0.3306 0.0223 0.2806
C -0.75500 -3.29341 -0.34249 -0.1509 0.0077 -0.0479
C -1.56787 -4.47412 -0.89891 0.1459 0.0616 -0.0582
C -1.36415 -4.53274 -2.40392 -0.1792 -0.1705 0.1718
O -0.27652 -4.85049 -2.86496 0.3885 -0.1348 0.0985
N -2.39993 -4.19447 -3.19839 -0.0840 0.0503 -0.2561
C -3.70355 -3.77125 -2.73007 -0.2366 0.0569 0.3513
C -2.22159 -4.24050 -4.63265 0.2714 -0.0944 -0.1555
C -0.22199 1.15274 -0.49645 0.2397 -0.1503 -0.1897
H 2.91622 5.09171 4.54340 0.0310 -0.0448 -0.0111
H 4.00939 4.94617 3.14572 -0.0063 -0.0024 0.0970
H 4.35910 4.04210 4.63938 -0.0496 0.0110 -0.0180
H 2.66742 3.39640 6.12264 0.0590 0.0811 0.0052
H 1.43326 1.77039 7.45344 0.0017 0.0090 0.0811
H 0.22051 -0.08262 6.35416 -0.0457 -0.0604 0.0546
H 0.27197 -0.28070 3.89812 -0.0421 -0.0854 -0.0875
H 2.49196 1.57075 1.72142 -0.0227 -0.0664 -0.0757
H 1.25272 0.30535 1.81800 0.0499 -0.0350 0.0008
H -0.51284 2.09810 1.88059 0.0330 0.0611 -0.0019
H 0.77823 3.31536 1.81046 -0.0640 -0.0132 0.0113
H 0.67382 4.32664 -0.12988 -0.0798 -0.0136 0.0270
H -0.96663 3.69323 -0.41030 0.0216 0.0210 0.0300
H 1.46092 3.33956 -2.23209 0.0569 0.0551 -0.0105
H 0.07282 4.39530 -2.53871 0.0403 0.0393 -0.0175
H -0.10685 2.21199 -3.77609 -0.0655 -0.0169 -0.0534
H -1.42572 2.42711 -2.61867 -0.1017 -0.0130 -0.0304
H 1.12924 0.84382 -2.12109 0.0363 -0.0053 0.0126
H -0.52872 -0.28585 -3.63877 -0.0128 0.0012 0.0325
H -1.77844 -0.07676 -2.38876 0.1304 0.0234 -0.1222
H 0.95695 -3.02127 -2.49008 0.0703 0.0862 0.0226
H 1.37955 -1.41992 -3.09080 0.0088 0.0244 0.0081
H 1.68360 -1.81351 -1.39514 0.0704 0.0265 -0.0545
H 0.30705 -3.49175 -0.45124 0.0107 -0.0374 0.0230
H -0.98944 -3.17028 0.71680 0.0566 0.0627 -0.0748
H -2.61265 -4.36444 -0.62413 -0.0025 -0.0004 0.0458
H -1.18114 -5.40290 -0.47536 -0.0710 0.0261 -0.0839
H -3.61990 -2.95396 -2.01250 -0.0778 -0.0641 -0.0499
H -4.27400 -3.41378 -3.58445 0.0062 -0.0198 0.0001
H -4.25192 -4.60135 -2.27636 -0.0671 0.0377 -0.0389
H -1.21647 -4.60497 -4.83648 -0.1279 0.0464 -0.0681
H -2.95070 -4.91632 -5.08422 -0.0229 0.0339 -0.0244
H -2.33931 -3.24370 -5.06371 -0.0337 -0.0093 -0.0308
H 0.07653 0.24221 0.02539 -0.0711 -0.0219 0.0183
H -1.30770 1.28796 -0.33710 0.0057 -0.0184 0.0206
```
Positions in Å, forces in eV/Å.

## Properties
Orbital gap = 9.16 eV
SMILES string = COc1ccccc1CCN1CCC[C@H](CN(C)C(=O)CCC(=O)N(C)C)C1

Atom charges from the Mulliken analysis, given in e for atoms 1 to 6: -1.0026, -0.3401, 0.6243, -0.6383, -0.6191, -0.8415

***

Values of relative energy (zero: lowest compared OMol25 entry of this formula, charge and spin), in order: 0.0, 45.5, 17.9, 23.0, all in kcal/mol.